# 1
A 8-piece molecular cluster, C22H65N4O10 overall, computed with the ωB97M-V functional and the def2-TZVPD basis.

Positions of all 101 atoms, in Å:
N (6.399000, 35.438000, 2.171000)
H (6.892000, 34.630000, 2.067000)
H (6.631000, 35.658000, 3.271000)
H (5.433000, 35.168000, 2.068000)
H (6.683000, 36.076000, 1.526000)
C (4.676000, 32.650000, 1.441000)
O (4.691000, 34.115000, 1.611000)
H (4.104000, 32.474000, 0.392000)
H (3.996000, 32.047000, 2.357000)
H (5.512000, 32.237000, 1.429000)
H (3.787000, 34.378000, 1.147000)
C (2.941000, 36.833000, 3.347000)
O (3.922000, 36.089000, 3.988000)
H (3.125000, 36.901000, 2.149000)
H (2.826000, 37.841000, 3.704000)
H (1.861000, 36.446000, 3.613000)
H (3.603000, 35.617000, 4.785000)
C (8.279000, 32.829000, 4.633000)
O (6.994000, 32.932000, 3.972000)
H (9.303000, 33.025000, 4.097000)
H (8.436000, 31.967000, 5.325000)
H (8.269000, 33.658000, 5.130000)
H (6.530000, 32.181000, 4.423000)
C (7.174000, 38.366000, 5.047000)
O (8.017000, 37.408000, 4.271000)
H (7.348000, 39.398000, 4.706000)
H (7.357000, 38.281000, 6.201000)
H (6.209000, 38.098000, 4.730000)
H (8.741000, 37.519000, 4.795000)
C (0.131000, 32.994000, 3.417000)
O (1.534000, 33.156000, 3.756000)
C (2.216000, 31.992000, 3.832000)
C (3.645000, 32.198000, 4.181000)
N (4.588000, 31.168000, 4.347000)
C (4.766000, 30.423000, 3.071000)
C (5.905000, 29.394000, 3.084000)
O (6.022000, 28.888000, 1.842000)
C (6.847000, 27.707000, 1.620000)
H (-0.518000, 32.422000, 4.217000)
H (0.044000, 32.387000, 2.471000)
H (-0.281000, 34.136000, 3.338000)
H (2.415000, 31.245000, 3.017000)
H (1.770000, 31.247000, 4.533000)
H (3.813000, 32.897000, 5.019000)
H (4.106000, 33.086000, 3.644000)
H (4.217000, 30.687000, 5.001000)
H (5.049000, 31.240000, 2.453000)
H (3.791000, 30.059000, 2.899000)
H (5.647000, 28.541000, 3.924000)
H (6.815000, 29.649000, 3.507000)
H (7.762000, 27.758000, 2.275000)
H (7.161000, 27.504000, 0.717000)
H (6.573000, 26.577000, 2.082000)
C (8.657000, 30.072000, -0.658000)
O (8.314000, 31.385000, -0.921000)
C (8.714000, 32.310000, 0.091000)
C (8.489000, 33.768000, -0.401000)
N (9.037000, 34.675000, 0.637000)
C (9.063000, 36.039000, 0.097000)
C (9.683000, 37.003000, 1.158000)
O (9.345000, 38.224000, 0.700000)
C (10.027000, 39.304000, 1.435000)
H (9.781000, 29.962000, -0.392000)
H (8.387000, 29.251000, -1.439000)
H (8.193000, 29.720000, 0.258000)
H (9.616000, 32.166000, 0.201000)
H (8.133000, 32.028000, 1.069000)
H (7.436000, 33.731000, -0.656000)
H (9.060000, 33.726000, -1.367000)
H (9.989000, 34.440000, 0.568000)
H (8.279000, 36.470000, -0.217000)
H (9.659000, 36.076000, -0.710000)
H (10.662000, 36.895000, 1.156000)
H (9.085000, 36.850000, 2.180000)
H (9.733000, 40.278000, 1.109000)
H (11.229000, 39.318000, 1.442000)
H (9.479000, 39.225000, 2.549000)
C (5.271000, 37.109000, -0.991000)
O (5.914000, 37.849000, 0.010000)
C (5.237000, 39.061000, 0.315000)
C (6.095000, 39.802000, 1.333000)
N (5.453000, 40.979000, 1.730000)
C (6.330000, 41.780000, 2.459000)
C (5.534000, 42.767000, 3.304000)
O (4.682000, 41.927000, 4.125000)
C (3.426000, 42.452000, 4.454000)
H (5.529000, 36.119000, -1.264000)
H (5.291000, 37.557000, -1.922000)
H (4.204000, 36.978000, -0.579000)
H (4.097000, 39.019000, 0.561000)
H (5.397000, 39.724000, -0.730000)
H (7.011000, 39.872000, 0.962000)
H (6.175000, 39.183000, 2.303000)
H (4.742000, 40.752000, 2.302000)
H (6.967000, 42.450000, 1.862000)
H (7.176000, 41.341000, 3.048000)
H (4.850000, 43.282000, 2.554000)
H (6.070000, 43.377000, 3.990000)
H (3.477000, 43.517000, 4.734000)
H (2.901000, 42.123000, 5.213000)
H (2.969000, 42.537000, 3.526000)

Atoms 1-2, force components in eV/Å:
0.88 1.99 7.20
2.02 -3.06 -0.78

As for the energy relative to the best compared isomer or geometry (same formula, charge and spin): 226.4 kJ/mol. Its net charge is +1. The molar mass is 545.78 Da.

=====

# 2
A 10-piece molecular cluster, C22H65NO10 overall, computed with the ωB97M-V functional and the def2-TZVPD basis.

Positions of all 98 atoms, in Å:
C (-1.547374, 4.521937, 1.220841)
C (-1.496904, 5.420092, 2.472423)
O (-0.163678, 5.478976, 2.926729)
H (-0.571521, 4.426667, 0.753528)
H (-2.423968, 4.672190, 0.590553)
H (-1.699399, 3.507771, 1.615634)
H (-2.162664, 5.015993, 3.245663)
H (-1.846806, 6.435761, 2.277671)
H (0.119272, 4.569731, 3.143527)
C (-4.476579, -4.078368, 0.648213)
C (-5.130620, -2.726455, 0.429939)
O (-4.801077, -2.208551, -0.862914)
H (-4.863234, -4.757347, -0.125518)
H (-4.662047, -4.485231, 1.642237)
H (-3.403936, -4.167868, 0.465336)
H (-4.631502, -2.029982, 1.106244)
H (-6.200324, -2.775772, 0.632440)
H (-5.023954, -2.897027, -1.500718)
C (-0.830543, -1.453041, -4.773735)
C (-0.762909, 0.055574, -5.118503)
O (-1.464039, 0.740239, -4.097467)
H (-1.869807, -1.769662, -4.680700)
H (-0.334501, -1.747490, -3.849450)
H (-0.368728, -2.080824, -5.544255)
H (-1.217137, 0.269757, -6.093896)
H (0.244667, 0.443898, -5.272441)
H (-2.414370, 0.680196, -4.244897)
C (4.675365, -1.042998, -0.752190)
C (4.506506, -2.300657, 0.107197)
O (3.652698, -2.048505, 1.227721)
H (4.380000, -1.169682, -1.789261)
H (5.744998, -0.818973, -0.715082)
H (4.223148, -0.143201, -0.335887)
H (5.444762, -2.760882, 0.429534)
H (4.053103, -3.089532, -0.505131)
H (3.684782, -2.838913, 1.778092)
C (3.327431, 3.851937, -1.291564)
C (3.202183, 5.362488, -1.143087)
O (3.720951, 6.038155, -2.286799)
H (4.314392, 3.473401, -1.532801)
H (2.477422, 3.440995, -1.844515)
H (3.054400, 3.408385, -0.319927)
H (3.798237, 5.735445, -0.308117)
H (2.168188, 5.647979, -0.923207)
H (3.123776, 5.830945, -3.014923)
C (0.876647, -2.237573, 4.428876)
C (-0.253140, -3.127594, 3.901608)
O (-0.881476, -2.497896, 2.782365)
H (1.576945, -2.784526, 5.064531)
H (0.491067, -1.356203, 4.940990)
H (1.487981, -1.853848, 3.609069)
H (-1.050529, -3.233056, 4.637847)
H (0.102978, -4.098494, 3.543664)
H (-0.284662, -1.863887, 2.343717)
C (2.081520, -5.449870, -0.488687)
C (0.804774, -5.958816, 0.121959)
O (0.677527, -7.389258, 0.117841)
H (2.476039, -4.649174, 0.127810)
H (1.987438, -5.160303, -1.536135)
H (2.792547, -6.279547, -0.536409)
H (-0.134914, -5.618046, -0.324303)
H (0.762991, -5.581754, 1.150435)
H (-0.021582, -7.637152, 0.726685)
C (-3.141858, 3.421144, -2.725999)
C (-4.506849, 3.118121, -3.417412)
O (-4.583321, 1.758937, -3.777758)
H (-2.992776, 2.749864, -1.876874)
H (-3.106501, 4.444643, -2.354797)
H (-2.422093, 3.203539, -3.513171)
H (-4.496686, 3.752973, -4.303952)
H (-5.318119, 3.439455, -2.755122)
H (-4.557801, 1.273015, -2.942896)
C (2.615035, 2.020943, 3.341263)
C (1.183719, 1.983130, 3.859065)
O (0.796195, 3.292391, 4.279529)
H (2.830142, 0.990307, 3.027769)
H (3.284503, 2.331966, 4.137984)
H (2.737236, 2.573847, 2.410957)
H (1.097861, 1.249208, 4.664498)
H (0.507207, 1.600820, 3.088918)
H (0.658097, 3.342378, 5.227091)
C (-0.048133, -2.403575, -0.474117)
C (0.315295, -0.940015, -0.210467)
C (-0.961659, -0.098461, -0.091570)
O (-0.708313, 1.278464, 0.136084)
C (-0.019814, 1.928823, -0.910374)
N (0.957012, -0.836986, 1.126291)
H (-0.310256, -2.437239, -1.536572)
H (-0.900922, -2.863630, 0.029229)
H (0.761092, -3.107700, -0.284091)
H (0.973380, -0.563878, -0.993289)
H (-1.679205, -0.536910, 0.597503)
H (-1.465922, -0.147955, -1.069110)
H (-0.642734, 2.024278, -1.802469)
H (0.891717, 1.354421, -1.097577)
H (0.338214, 2.925821, -0.657168)
H (0.938649, 0.133197, 1.429518)
H (1.936798, -1.115886, 1.040684)

Atoms 1-2, force components in eV/Å:
-0.70 -1.12 1.43
0.11 -0.16 -0.69

As for the energy relative to the best compared isomer or geometry (same formula, charge and spin): 156.5 kJ/mol. Its net charge is 0. The SMILES is COC[C@H](C)N.CCO.CCO.CCO.CCO.CCO.CCO.CCO.CCO.CCO. The molar mass is 503.76 Da.